# C22H23AsKO2

A structure of composition C22H23AsKO2 (the ωB97M-V functional and the def2-TZVPD basis, the Open Molecules 2025 dataset).

Calculated values
- LUMO energy: -2.41 eV
- Maximum force: 2.6 eV/A
- Frontier orbital gap: 9.69 eV
- Charge: +1

Cartesian coordinates (Å):
K1 0.839 0.912 -1.898
O1 0.549 0.840 0.183
As1 0.376 -0.472 1.164
C1 -1.170 -0.198 2.284
C2 -1.118 -0.394 3.659
C3 -2.235 -0.120 4.434
C4 -3.400 0.338 3.838
C5 -3.453 0.532 2.464
C6 -2.337 0.270 1.688
C7 1.925 -0.581 2.302
C8 2.863 -1.604 2.357
C9 3.966 -1.481 3.190
C10 4.136 -0.343 3.963
C11 3.206 0.686 3.902
C12 2.105 0.570 3.072
C13 0.069 -1.988 -0.008
C14 -0.880 -1.761 -1.009
C15 -1.179 -2.742 -1.940
C16 -0.521 -3.963 -1.885
C17 0.409 -4.203 -0.886
C18 0.698 -3.226 0.057
H1 -0.211 -0.764 4.119
H2 -2.194 -0.265 5.505
H3 -4.272 0.547 4.444
H4 -4.361 0.890 1.998
H5 -2.364 0.456 0.622
H6 2.755 -2.492 1.752
H7 4.693 -2.281 3.232
H8 4.997 -0.259 4.613
H9 3.343 1.578 4.499
H10 1.381 1.373 3.000
H11 -1.411 -0.815 -1.032
H12 -1.936 -2.563 -2.693
H13 -0.747 -4.733 -2.611
H14 0.910 -5.160 -0.832
H15 1.399 -3.451 0.846
C19 -0.600 2.875 -5.550
C20 -1.593 2.988 -4.393
C21 -0.652 3.305 -3.242
O2 0.514 2.502 -3.482
C22 0.590 2.186 -4.886
H16 -0.314 3.871 -5.889
H17 -0.981 2.314 -6.400
H18 -2.093 2.032 -4.223
H19 -2.346 3.758 -4.542
H20 -1.056 3.051 -2.258
H21 -0.376 4.362 -3.249
H22 0.531 1.097 -4.996
H23 1.546 2.525 -5.284

---

# C22H23BCl2N8SZr

A structure of composition C22H23BCl2N8SZr (the ωB97M-V functional and the def2-TZVPD basis, the Open Molecules 2025 dataset).

Calculated values
- Multiplicity: 2
- LUMO energy (alpha / beta): -10.37 / -12.20 eV
- Maximum force: 0.6 eV/A
- Energy relative to the best compared isomer or geometry (same formula, charge and spin): 19.45 kcal per mole
- Frontier orbital gap (alpha / beta): 6.19 / 4.36 eV
- Charge: +3
- <S²>: 0.7569

Cartesian coordinates (Å):
Zr1 -0.479 -1.438 0.002
C1 -1.508 -0.742 3.446
C2 -0.513 0.172 2.822
C3 -0.045 1.400 3.260
C4 0.830 1.834 2.284
N1 0.909 0.919 1.304
N2 0.075 -0.125 1.643
B1 1.793 0.906 0.002
N3 2.597 -0.410 0.004
C5 3.868 -0.855 0.008
C6 3.873 -2.235 0.008
C7 2.534 -2.603 0.004
C8 1.878 -3.947 0.004
N4 1.777 -1.496 0.002
N5 0.909 0.918 -1.299
C9 0.830 1.834 -2.279
C10 -0.044 1.401 -3.255
C11 -0.512 0.173 -2.819
C12 -1.508 -0.740 -3.443
N6 0.075 -0.125 -1.639
N7 2.649 2.215 -0.003
C13 4.039 2.465 -0.028
C14 4.251 3.803 -0.024
C15 2.958 4.363 -0.001
C16 2.511 5.750 0.012
N8 1.999 3.331 0.009
H1 -1.538 -0.587 4.522
H2 -1.264 -1.790 3.262
H3 -2.507 -0.538 3.052
H4 -0.302 1.906 4.175
H5 1.399 2.745 2.259
H6 4.724 -0.206 0.012
H7 4.737 -2.878 0.011
H8 2.623 -4.741 0.006
H9 1.273 -4.098 -0.897
H10 1.268 -4.097 0.901
H11 1.399 2.745 -2.252
H12 -0.301 1.908 -4.170
H13 -1.537 -0.585 -4.519
H14 -2.506 -0.537 -3.049
H15 -1.263 -1.789 -3.260
H16 4.762 1.672 -0.046
H17 5.197 4.318 -0.037
H18 3.339 6.452 0.001
H19 1.881 5.926 0.894
H20 1.853 5.934 -0.848
Cl1 -2.048 -3.488 0.001
C17 -3.738 -2.885 -0.001
C18 -4.729 -3.834 -0.004
C19 -6.037 -3.365 -0.006
C20 -6.301 -2.007 -0.006
C21 -5.265 -1.079 -0.003
Cl2 -5.623 0.593 -0.003
C22 -3.931 -1.511 -0.001
S1 -2.627 -0.336 0.002
H21 -4.511 -4.893 -0.004
H22 -6.854 -4.074 -0.008
H23 -7.321 -1.649 -0.008

---

# C22H23BrIrN5O3PS

A structure of composition C22H23BrIrN5O3PS (the ωB97M-V functional and the def2-TZVPD basis, the Open Molecules 2025 dataset).

Calculated values
- LUMO energy (alpha / beta): -4.01 / -4.01 eV
- Maximum force: 0.5 eV/A
- Frontier orbital gap (alpha / beta): 6.46 / 6.46 eV
- Charge: +1

Cartesian coordinates (Å):
Ir1 0.677 0.841 0.349
Br1 1.976 1.544 3.479
C1 3.043 0.652 2.224
C2 4.385 0.452 2.509
C3 5.168 -0.247 1.608
C4 4.589 -0.727 0.443
C5 3.255 -0.476 0.225
N1 2.483 0.189 1.106
C6 2.568 -0.836 -1.071
O1 3.078 -1.595 -1.853
O2 1.430 -0.218 -1.221
H1 4.791 0.844 3.429
H2 6.217 -0.407 1.814
H3 5.133 -1.279 -0.310
S1 -1.010 2.090 1.002
C7 -2.204 0.788 1.118
N2 -3.416 1.096 1.460
N3 -4.419 0.259 1.381
C8 -4.778 -0.710 0.411
C9 -4.052 -1.010 -0.736
C10 -4.585 -1.890 -1.667
C11 -5.815 -2.493 -1.463
C12 -6.532 -2.197 -0.311
C13 -6.023 -1.307 0.615
N4 -1.791 -0.516 0.978
N5 -0.554 -0.675 0.803
C14 -0.157 -2.053 0.725
C15 0.952 -2.481 1.442
C16 1.324 -3.814 1.376
C17 0.599 -4.701 0.593
C18 -0.512 -4.261 -0.111
C19 -0.905 -2.935 -0.043
H4 -5.212 0.600 1.904
H5 -3.097 -0.555 -0.942
H6 -4.017 -2.108 -2.562
H7 -6.216 -3.179 -2.196
H8 -7.496 -2.654 -0.134
H9 -6.592 -1.071 1.506
H10 1.486 -1.792 2.077
H11 2.177 -4.162 1.943
H12 0.899 -5.739 0.534
H13 -1.077 -4.953 -0.722
H14 -1.764 -2.580 -0.593
C20 2.746 3.244 -2.693
P1 1.850 3.605 -1.185
C21 2.623 5.014 -0.398
C22 0.189 4.082 -1.654
O3 1.909 2.412 -0.246
H15 2.676 4.074 -3.396
H16 2.325 2.345 -3.146
H17 3.794 3.059 -2.457
H18 2.663 5.864 -1.079
H19 3.635 4.744 -0.098
H20 2.051 5.288 0.489
H21 0.233 4.873 -2.403
H22 -0.361 4.440 -0.784
H23 -0.336 3.221 -2.068

---

# C22H23BrN2OS

An isolated molecule of C22H23BrN2OS (the ωB97M-V functional and the def2-TZVPD basis, the Open Molecules 2025 dataset).

Calculated values
- LUMO energy: -0.08 eV
- Maximum force: 2.3 eV/A
- Frontier orbital gap: 8.30 eV
- SMILES: CCN(CCO)CCCC#Cc1ccc2c(-c3ccc(Br)cc3)nsc2c1

Cartesian coordinates (Å):
C1 -1.197 -4.954 -4.797
C2 -1.526 -3.478 -4.525
N1 -2.650 -3.271 -3.551
C3 -3.995 -3.520 -4.096
C4 -4.971 -2.470 -3.591
O1 -4.415 -1.165 -3.786
C5 -2.335 -3.574 -2.141
C6 -1.783 -2.319 -1.472
C7 -1.143 -2.690 -0.119
C8 -0.619 -1.495 0.545
C9 -0.109 -0.573 1.142
C10 0.466 0.547 1.874
C11 1.575 1.205 1.329
C12 2.196 2.247 2.047
C13 1.680 2.595 3.332
C14 2.092 3.590 4.270
C15 3.190 4.500 3.994
C16 4.138 4.757 4.989
C17 5.200 5.621 4.724
C18 5.343 6.206 3.470
Br1 6.763 7.469 3.102
C19 4.406 5.965 2.482
C20 3.292 5.154 2.722
N2 1.415 3.639 5.399
S1 0.211 2.445 5.466
C21 0.613 1.883 3.870
C22 -0.034 0.877 3.147
H1 -2.060 -5.523 -5.182
H2 -0.382 -5.027 -5.533
H3 -0.825 -5.430 -3.880
H4 -1.808 -3.001 -5.467
H5 -0.608 -2.989 -4.222
H6 -3.972 -3.542 -5.172
H7 -4.382 -4.485 -3.746
H8 -5.110 -2.672 -2.517
H9 -5.949 -2.598 -4.096
H10 -3.456 -1.199 -3.561
H11 -3.187 -3.947 -1.644
H12 -1.520 -4.333 -2.035
H13 -2.556 -1.551 -1.403
H14 -0.977 -1.901 -2.097
H15 -0.295 -3.349 -0.309
H16 -1.863 -3.186 0.512
H17 1.885 0.902 0.337
H18 3.071 2.734 1.657
H19 4.092 4.256 5.965
H20 5.939 5.829 5.477
H21 4.447 6.498 1.516
H22 2.555 4.950 1.944
H23 -0.838 0.373 3.630

---

# C22H23Cl2N2O4S3W

A structure of composition C22H23Cl2N2O4S3W (the ωB97M-V functional and the def2-TZVPD basis, the Open Molecules 2025 dataset).

Calculated values
- LUMO energy: -11.82 eV
- Maximum force: 0.5 eV/A
- Energy relative to the best compared isomer or geometry (same formula, charge and spin): 28.54 kcal per mole
- Frontier orbital gap: 5.17 eV
- Charge: +3

Cartesian coordinates (Å):
W1 -0.428 0.141 0.807
O1 0.508 0.515 2.315
C1 1.543 0.104 3.136
C2 1.704 0.681 4.369
C3 2.769 0.226 5.153
C4 3.620 -0.774 4.704
C5 3.422 -1.353 3.459
C6 2.372 -0.916 2.647
C7 2.110 -1.564 1.402
N1 1.150 -1.267 0.573
N2 1.056 -2.113 -0.530
C8 0.039 -1.832 -1.247
O2 -0.683 -0.697 -0.805
C9 -0.467 -2.503 -2.409
C10 -1.544 -1.969 -3.133
C11 -2.001 -2.628 -4.255
C12 -1.394 -3.816 -4.654
C13 -0.329 -4.351 -3.935
C14 0.141 -3.702 -2.813
H1 1.033 1.452 4.723
H2 2.926 0.663 6.131
H3 4.434 -1.110 5.332
H4 4.072 -2.148 3.114
H5 2.736 -2.402 1.108
H6 -2.028 -1.054 -2.813
H7 -2.832 -2.230 -4.820
H8 -1.760 -4.334 -5.531
H9 0.130 -5.277 -4.253
H10 0.966 -4.112 -2.246
C15 -1.877 2.363 -1.860
C16 -2.270 2.925 -0.489
S1 -1.288 2.501 0.999
C17 0.202 3.522 1.052
C18 1.115 3.312 -0.135
S2 1.336 1.523 -0.446
C19 1.136 1.309 -2.271
C20 0.741 2.506 -3.122
S3 -0.788 3.457 -2.812
H11 -2.806 2.235 -2.417
H12 -1.432 1.372 -1.798
H13 -3.273 2.604 -0.203
H14 -2.267 4.018 -0.477
H15 0.668 3.244 1.999
H16 -0.113 4.565 1.141
H17 2.103 3.734 0.043
H18 0.678 3.745 -1.033
H19 0.442 0.483 -2.406
H20 2.117 0.966 -2.599
H21 0.691 2.105 -4.136
H22 1.536 3.253 -3.131
Cl1 -3.376 -2.899 3.412
C21 -3.361 -1.202 3.034
Cl2 -2.836 -0.152 4.368
C22 -2.334 -0.890 1.992
O3 -2.450 0.125 1.193
O4 -1.217 -1.480 1.872
H23 -4.343 -0.873 2.702